Run a
{
  "formula": "C4H12NO",
  "method": "the ωB97M-V functional and the def2-TZVPD basis",
  "e_lumo_ev": -3.452,
  "e_homo_ev": -12.5,
  "total_charge": 1,
  "gap_ev": 9.10,
  "symbols": ["C", "C", "C", "C", "N", "H", "H", "H", "H", "H", "H", "H", "H", "H", "H", "H", "H", "O"],
  "coordinates": [[-0.78080, -1.10763, -1.00351], [-1.32453, 0.18968, -0.49096], [-0.31476, 1.31654, -0.49784], [-0.26871, 2.31358, 0.37945], [0.22221, -1.55975, 0.07980], [-0.35668, -1.13862, -2.02370], [-1.58576, -1.82603, -0.81265], [-1.95351, 0.09292, 0.38023], [-2.00807, 0.42114, -1.33237], [0.15722, 1.35175, -1.48690], [-0.06262, 3.36104, 0.05815], [-0.05108, 2.14948, 1.44433], [-0.27340, -1.97337, 0.84706], [2.08354, 0.16425, 2.15589], [0.92640, -2.31446, -0.18274], [0.98116, -0.76983, 0.24072], [2.75284, -0.39838, 0.92630], [1.85656, -0.27232, 1.31874]]
}

***

Run b
{
  "formula": "C4H12NO",
  "method": "the ωB97M-V functional and the def2-TZVPD basis",
  "e_lumo_ev": -5.241,
  "e_homo_ev": -15.2,
  "total_charge": 1,
  "gap_ev": 9.93,
  "symbols": ["C", "C", "C", "C", "N", "H", "H", "H", "H", "H", "H", "H", "H", "H", "H", "H", "H", "O"],
  "coordinates": [[-0.44394, -2.57800, -1.01501], [-0.91168, -1.14368, -0.61049], [-0.16852, 0.09471, -1.22711], [1.69923, 1.14823, -0.14185], [0.43074, 0.94155, -0.21315], [-1.41970, -3.10501, -0.99903], [0.04934, -2.54637, -1.98949], [0.21899, -2.98756, -0.26889], [-1.97634, -0.95942, -0.69735], [-0.72301, -1.15110, 0.48986], [0.56341, -0.45163, -1.86534], [-0.90320, 0.65139, -1.78523], [2.28191, 0.47156, -0.77237], [2.10005, 1.98441, 0.41212], [-0.07213, 1.34830, 0.57396], [-0.60640, 2.97215, 2.74500], [-0.27988, 2.62483, 4.11359], [0.16114, 2.68563, 3.25077]]
}

***

Most stable structure, least stable structure: run b, run a.

***

Run a
{
  "formula": "C4H12NO",
  "method": "the ωB97M-V functional and the def2-TZVPD basis",
  "e_lumo_ev": -3.491,
  "smiles": "C[NH2+][C@H](C)CO",
  "e_homo_ev": -14.8,
  "total_charge": 1,
  "gap_ev": 11.33,
  "symbols": ["C", "N", "C", "C", "C", "O", "H", "H", "H", "H", "H", "H", "H", "H", "H", "H", "H", "H"],
  "coordinates": [[1.80845, 0.86075, 0.94147], [0.92931, -0.40827, 0.73977], [-0.07279, -0.08253, -0.38765], [-0.95667, 1.16425, 0.03780], [-0.95803, -1.33913, -0.62131], [-1.87296, -0.89554, -1.68004], [1.20560, 1.70358, 1.30518], [2.53482, 0.81257, 1.80463], [2.05196, 0.99155, -0.10125], [1.63060, -1.21259, 0.53930], [0.36683, -0.68813, 1.59130], [0.46456, 0.22377, -1.32516], [-1.85105, 1.01169, -0.72540], [-0.26413, 2.00818, -0.05751], [-1.35531, 1.30953, 1.15397], [-1.54475, -1.68953, 0.23540], [-0.30920, -2.15770, -1.04756], [-1.80725, -1.61245, -2.40295]]
}

***

Run b
{
  "formula": "C4H12NO",
  "method": "the ωB97M-V functional and the def2-TZVPD basis",
  "e_lumo_ev": -3.524,
  "e_homo_ev": -13.7,
  "total_charge": 1,
  "gap_ev": 10.17,
  "symbols": ["C", "C", "C", "C", "N", "H", "H", "H", "H", "H", "H", "H", "H", "H", "H", "H", "H", "O"],
  "coordinates": [[-0.48955, 0.06237, 2.88739], [0.17917, -0.84441, 1.69539], [0.16559, -0.13974, 0.28794], [1.22647, -0.25785, -0.53472], [1.02332, -0.25701, -1.97531], [0.01378, 0.99612, 3.20569], [-1.45352, 0.51667, 2.42494], [-0.82079, -0.66526, 3.62636], [1.19602, -1.17006, 1.74320], [-0.50116, -1.74546, 1.73752], [-0.57555, 0.49254, -0.06362], [2.31459, -0.14261, -0.25956], [1.50206, 0.55058, -2.50813], [-0.02882, 0.05403, -2.14546], [1.30890, -1.04901, -2.51673], [-1.95828, 1.54557, -1.94440], [-1.84088, 0.76152, -3.14687], [-1.26135, 1.29201, -2.51365]]
}

***

Most stable structure, least stable structure: run a, run b.

***

Run a
{
  "formula": "C6H10O",
  "method": "the ωB97M-V functional and the def2-TZVPD basis",
  "e_lumo_ev": [-4.141, -7.030],
  "multiplicity": 2,
  "e_homo_ev": [-13.6, -15.2],
  "total_charge": 1,
  "gap_ev": [9.50, 8.17],
  "symbols": ["C", "C", "C", "C", "C", "O", "C", "H", "H", "H", "H", "H", "H", "H", "H", "H", "H"],
  "coordinates": [[-3.12245, 0.95752, -0.02146], [-1.91705, 0.10554, -0.28869], [-0.74339, 0.32612, 0.35122], [0.33892, -0.58564, 0.23012], [1.65678, -0.17919, 0.16337], [1.91054, 1.12180, 0.04063], [2.80426, -1.12381, -0.13673], [-3.74612, 0.40722, 0.69224], [-2.81708, 1.90045, 0.42235], [-3.67297, 1.04136, -0.95755], [-2.15362, -0.72244, -0.94871], [-0.59158, 1.21021, 0.96335], [-0.00384, -1.58843, 0.00650], [2.84558, 1.19404, 0.18134], [2.50445, -1.72287, -0.99371], [2.97797, -1.67673, 0.78790], [3.72962, -0.66515, -0.49218]]
}

***

Run b
{
  "formula": "C6H10O",
  "method": "the ωB97M-V functional and the def2-TZVPD basis",
  "e_lumo_ev": [-5.761, -7.721],
  "multiplicity": 2,
  "e_homo_ev": [-14.1, -14.9],
  "total_charge": 1,
  "gap_ev": [8.33, 7.23],
  "symbols": ["C", "C", "C", "C", "C", "C", "H", "H", "H", "H", "H", "H", "H", "H", "H", "H", "O"],
  "coordinates": [[-1.76518, 0.65195, -0.60933], [-2.24346, 0.20693, -1.84908], [0.06111, -0.87881, 0.03836], [-0.85425, 0.11965, 0.35113], [2.25944, -1.77416, 0.40440], [0.99842, -1.43285, 0.92692], [-2.19759, 1.55697, -0.33287], [-2.87579, 0.79803, -2.54279], [-1.72141, -0.65546, -2.21952], [0.09421, -1.18801, -0.99296], [-0.85079, 0.39637, 1.41305], [2.32520, -1.65806, -0.72885], [3.03138, -1.90094, 1.09216], [0.77466, -1.43942, 1.99218], [0.28930, 1.81522, 0.26587], [1.29591, 2.88604, 0.16184], [1.13730, 2.25412, 0.78968]]
}

***

Most stable structure, least stable structure: run a, run b.

***

Run a
{
  "formula": "C3H3NO3",
  "method": "the ωB97M-V functional and the def2-TZVPD basis",
  "e_lumo_ev": 0.523,
  "smiles": "[H]/N=C1/COC(=O)O1",
  "e_homo_ev": -11.2,
  "total_charge": 0,
  "gap_ev": 11.72,
  "symbols": ["H", "N", "C", "C", "O", "C", "O", "O", "H", "H"],
  "coordinates": [[-0.53638, 2.05265, -1.59745], [-1.03444, 1.22003, -1.28347], [-0.35246, 0.53199, -0.49640], [-0.73964, -0.72605, 0.18545], [0.19511, -1.00075, 1.14213], [1.32513, -0.23681, 0.75902], [2.35955, -0.36516, 1.30832], [0.93714, 0.78303, -0.05889], [-0.58658, -1.55495, -0.58258], [-1.73100, -0.78895, 0.61549]]
}

***

Run b
{
  "formula": "C3H3NO3",
  "method": "the ωB97M-V functional and the def2-TZVPD basis",
  "e_lumo_ev": -0.155,
  "e_homo_ev": -8.6,
  "total_charge": 0,
  "gap_ev": 8.40,
  "symbols": ["C", "C", "C", "H", "H", "H", "N", "O", "O", "O"],
  "coordinates": [[-0.91789, 0.20371, -0.37316], [-0.42494, -1.12955, -0.12822], [1.07225, 0.33478, 0.39184], [-2.22110, 0.33669, -1.63771], [-0.72706, -2.04921, -0.63956], [2.15641, 0.11476, 1.97344], [0.88128, -0.87529, 0.39550], [-1.98376, 0.99702, -0.82109], [2.00962, 0.95133, 0.97160], [0.15520, 1.11575, -0.13264]]
}

***

Most stable structure, least stable structure: run a, run b.

***

Run a
{
  "formula": "C3H3NO3",
  "method": "the ωB97M-V functional and the def2-TZVPD basis",
  "e_lumo_ev": 0.540,
  "smiles": "Nc1coc(=O)o1",
  "e_homo_ev": -9.1,
  "total_charge": 0,
  "gap_ev": 9.63,
  "symbols": ["N", "C", "C", "O", "C", "O", "O", "H", "H", "H"],
  "coordinates": [[-2.36040, -0.12442, -0.07925], [-0.97656, -0.27609, -0.14729], [-0.22258, -1.07037, -0.85185], [1.05724, -0.47059, -0.58926], [1.10149, 0.46436, 0.23899], [2.03857, 1.06577, 0.59607], [-0.20168, 0.44358, 0.83162], [-2.69829, 0.28595, 0.73569], [-2.85417, -0.96238, -0.51404], [-0.49187, -1.47005, -1.81342]]
}

***

Run b
{
  "formula": "C3H3NO3",
  "method": "the ωB97M-V functional and the def2-TZVPD basis",
  "e_lumo_ev": -0.574,
  "smiles": "O=CNC(=O)C=O",
  "e_homo_ev": -10.4,
  "total_charge": 0,
  "gap_ev": 9.81,
  "symbols": ["O", "C", "N", "C", "O", "C", "O", "H", "H", "H"],
  "coordinates": [[-2.43579, -1.12699, 0.21710], [-1.46370, -0.94308, -0.43980], [-0.02419, -0.91008, 0.12095], [0.16282, 0.41493, 0.08460], [-0.82062, 1.06735, -0.25649], [1.46722, 1.11948, 0.41502], [1.52486, 2.31243, 0.29374], [-1.42446, -0.84076, -1.53239], [0.68927, -1.60813, 0.33117], [2.32459, 0.51487, 0.76610]]
}

***

Run c
{
  "formula": "C3H3NO3",
  "method": "the ωB97M-V functional and the def2-TZVPD basis",
  "e_lumo_ev": 0.514,
  "smiles": "O=C1COC(=O)N1",
  "e_homo_ev": -10.9,
  "total_charge": 0,
  "gap_ev": 11.45,
  "symbols": ["O", "C", "C", "O", "C", "O", "N", "H", "H", "H"],
  "coordinates": [[-2.06737, -0.81470, -0.21526], [-0.97623, -0.32531, -0.02694], [-0.45723, 1.16005, 0.05975], [1.01434, 0.94897, -0.16341], [1.35359, -0.41138, 0.02873], [2.48382, -0.76593, -0.16107], [0.14026, -1.11502, 0.22542], [-0.52397, 1.71032, 1.02297], [-0.84394, 1.66962, -0.73927], [-0.12329, -2.05664, -0.03093]]
}

***

Most stable structure, least stable structure: run c, run b.

***

Run a
{
  "formula": "C3H3NO3",
  "method": "the ωB97M-V functional and the def2-TZVPD basis",
  "e_lumo_ev": -0.186,
  "smiles": "O=C1C[C@H]1[N+](=O)[O-]",
  "e_homo_ev": -10.0,
  "total_charge": 0,
  "gap_ev": 9.86,
  "symbols": ["O", "C", "C", "C", "N", "O", "O", "H", "H", "H"],
  "coordinates": [[-0.99698, 2.03044, -0.68156], [-0.78570, 0.97544, -0.18314], [-1.17405, -0.40767, 0.08352], [0.14387, 0.14569, 0.57701], [1.54850, -0.33806, -0.31696], [1.30301, -1.04570, -1.24138], [2.57259, 0.08569, 0.09949], [-1.93251, -0.64008, 0.81289], [-1.12539, -1.10156, -0.74743], [0.44666, 0.29581, 1.59757]]
}

***

Run b
{
  "formula": "C3H3NO3",
  "method": "the ωB97M-V functional and the def2-TZVPD basis",
  "e_lumo_ev": -0.542,
  "smiles": "O=CNC(=O)C=O",
  "e_homo_ev": -10.3,
  "total_charge": 0,
  "gap_ev": 9.80,
  "symbols": ["O", "C", "N", "C", "O", "C", "O", "H", "H", "H"],
  "coordinates": [[-1.07614, -0.39976, 2.14180], [-0.91282, -0.90229, 1.07136], [0.15162, -0.53182, 0.18675], [0.06907, 0.68478, -0.45803], [-0.79806, 1.49682, -0.24953], [1.16126, 0.92796, -1.51161], [1.11033, 1.88966, -2.22623], [-1.59303, -1.66068, 0.65164], [0.73490, -1.26698, -0.19270], [1.98280, 0.18217, -1.58229]]
}

***

Most stable structure, least stable structure: run b, run a.